(w)
One molecule with the formula C5H7NO2, computed with ωB97M-V with the def2-TZVPD basis set.

Last column: Löwdin charge in e.
Element x y z (Å)
C -0.721 -2.671 0.297  -0.02
C -0.683 -1.373 0.434  -0.17
C -0.512 -0.070 -0.443  -0.18
N 0.157 -0.606 -1.464  0.02
O 0.783 0.354 -2.265  -0.10
C -0.405 1.267 0.330  -0.27
C 1.097 1.728 0.504  -0.09
O 0.118 2.294 -0.270  -0.08
H -0.907 -2.994 -0.684  0.04
H -0.887 -3.174 1.291  0.08
H -0.834 -0.890 1.465  0.11
H 0.390 1.249 -1.710  0.16
H -1.083 1.691 1.081  0.15
H 1.897 1.069 -0.157  0.17
H 1.588 2.127 1.591  0.18

Calculated values
HOMO-LUMO gap, eV: 9.3
SMILES string: C=C/C(=N/O)[C@H]1CO1
Charge: 0

=====

(x)
One molecule with the formula C5H7NO2, computed with ωB97M-V with the def2-TZVPD basis set.

Last column: Löwdin charge in e.
Element x y z (Å)
C -0.027 1.720 -0.507  0.11
C 0.163 0.412 -0.271  -0.26
C 1.465 -0.258 -0.291  -0.21
O 2.025 -0.575 1.043  -0.07
C -0.899 -0.598 0.125  -0.35
O -1.034 -1.679 -0.776  0.02
C -2.213 -0.047 0.392  -0.17
N -3.258 0.304 0.686  0.18
H -1.033 2.199 -0.377  0.09
H 0.815 2.397 -0.545  0.07
H 1.441 -1.223 -0.821  0.13
H 2.203 0.413 -0.809  0.13
H 2.186 0.325 1.362  0.08
H -0.438 -1.024 1.034  0.16
H -1.396 -2.364 -0.246  0.09

Calculated values
HOMO-LUMO gap, eV: 11.2
SMILES string: C=C(CO)[C@H](O)C#N
Charge: 0

=====

(y)
One molecule with the formula C5H7NO2, computed with ωB97M-V with the def2-TZVPD basis set.

Last column: Löwdin charge in e.
Element x y z (Å)
O 0.024 2.593 -1.180  0.01
C 0.139 1.475 -0.513  -0.32
C -1.104 0.725 -0.206  -0.16
N -1.128 -0.439 0.770  -0.08
C -0.050 -1.385 0.497  -0.17
C 1.275 -0.872 0.028  -0.29
O 2.335 -1.393 -0.419  0.06
C 1.260 0.680 0.067  -0.02
H -1.884 1.021 0.452  0.11
H -1.483 0.734 -1.323  0.17
H -2.149 -0.820 0.528  0.18
H -0.054 -2.172 1.216  0.11
H -0.483 -2.041 -0.402  0.17
H 2.210 0.888 -0.473  0.15
H 1.093 1.004 0.960  0.08

Calculated values
HOMO-LUMO gap, eV: 10.1
SMILES string: O=C1CNCC(=O)C1
Charge: 0

=====

(z)
C5H7NO2 as an isolated structure, computed with ωB97M-V with the def2-TZVPD basis set.

Last column: Löwdin charge in e.
Element x y z (Å)
C -0.247 -0.754 0.333  -0.09
C -0.828 -1.818 -0.678  -0.32
C 1.103 0.457 -0.356  -0.47
C -0.574 0.589 0.313  -0.14
N 2.039 0.759 0.577  0.18
C -1.385 1.602 0.181  0.08
O -1.664 -2.076 0.317  -0.12
O 1.254 0.479 -1.547  0.11
H 0.245 -1.179 1.205  0.14
H 1.836 0.747 1.560  0.11
H 2.966 1.004 0.265  0.12
H -1.218 -1.292 -1.562  0.12
H -0.053 -2.563 -0.919  0.11
H -2.450 1.442 0.318  0.08
H -1.025 2.604 -0.007  0.07

Calculated values
HOMO-LUMO gap (alpha / beta), eV: 8.6 / 8.6
Charge: 0

=====

Which of them is the most stable? Correct choice: (x).

=====

(w)
A 2-piece molecular cluster, C3H6N2S overall, computed with ωB97M-V with the def2-TZVPD basis set.

Last column: Löwdin charge in e.
Element x y z (Å)
C 0.494 -0.799 -1.156  -0.05
C 0.566 -0.414 0.150  -0.70
C 0.902 0.915 0.660  -0.15
S -0.118 -1.580 1.382  0.74
H 0.199 -1.727 -1.453  0.02
H 0.898 -0.181 -1.842  0.03
H 0.298 1.758 0.117  0.12
H 0.876 0.995 1.692  0.03
H 1.890 1.249 0.266  0.09
H -0.586 -0.891 2.377  -0.18
N -2.501 0.365 -1.602  0.03
N -2.917 0.311 -0.590  0.03

Calculated values
HOMO-LUMO gap, eV: 9.5
SMILES string: C=C(C)S.N#N
Charge: 0

=====

(x)
One molecule with the formula C3H6N2S, computed with ωB97M-V with the def2-TZVPD basis set.

Last column: Löwdin charge in e.
Element x y z (Å)
C -0.341 0.871 1.549  -0.15
N 0.297 1.039 0.258  0.01
C 0.345 0.056 -0.558  -0.56
N 1.037 0.004 -1.731  0.13
C -0.345 -1.213 -0.178  -0.55
S -1.596 -1.796 -1.104  0.68
H -0.060 1.755 2.133  0.07
H -0.041 -0.037 2.012  0.05
H -1.447 0.894 1.488  0.09
H 1.283 0.904 -2.092  0.10
H 0.810 -0.707 -2.416  0.08
H 0.058 -1.768 0.640  0.05

Calculated values
HOMO-LUMO gap, eV: 8.1
SMILES string: C/N=C(/N)C=S
Charge: 0

=====

(y)
One molecule with the formula C3H6N2S, computed with ωB97M-V with the def2-TZVPD basis set.

Last column: Löwdin charge in e.
Element x y z (Å)
C -1.207 2.072 -0.533  0.02
C -0.180 1.301 -0.149  -0.26
N 0.096 -0.021 -0.508  -0.02
C 0.629 -0.921 0.500  -0.82
N 0.758 -2.249 0.199  0.07
S 1.207 -0.402 1.990  0.60
H -1.424 2.980 -0.010  0.05
H -1.856 1.618 -1.200  0.02
H 0.443 1.512 0.764  0.05
H -0.451 -0.490 -1.259  0.15
H 0.704 -2.663 -0.670  0.07
H 1.281 -2.736 0.877  0.06

Calculated values
HOMO-LUMO gap, eV: 9.2
SMILES string: C=CNC(N)=S
Charge: 0

=====

Which of them is the most stable? Correct choice: (w).

=====

(w)
One molecule with the formula C3H6N2S, computed with ωB97M-V with the def2-TZVPD basis set.

Last column: Löwdin charge in e.
Element x y z (Å)
N 1.232 1.398 -0.133  0.10
C 1.169 0.093 -0.232  -0.95
S 2.473 -0.945 -0.013  0.56
N -0.111 -0.266 -0.627  -0.09
C -0.904 -1.380 -0.126  -0.11
C -1.219 0.029 0.264  -0.14
H 1.984 1.899 0.233  0.08
H 0.524 2.063 -0.356  0.11
H -0.581 -2.007 0.693  0.10
H -1.552 -1.841 -0.861  0.11
H -2.062 0.582 -0.141  0.10
H -0.952 0.375 1.299  0.13

Calculated values
HOMO-LUMO gap, eV: 9.1
SMILES string: NC(=S)N1CC1
Charge: 0

=====

(x)
One molecule with the formula C3H6N2S, computed with ωB97M-V with the def2-TZVPD basis set.

Last column: Löwdin charge in e.
Element x y z (Å)
C -0.544 2.294 1.691  -0.09
C -0.327 1.352 0.727  -0.52
S -1.504 0.073 0.384  0.87
C -0.604 -1.209 -0.509  -0.47
N 0.606 -0.892 -0.810  -0.14
N 1.207 -1.826 -1.707  -0.08
H -1.520 2.391 2.321  0.08
H 0.113 3.205 1.711  0.06
H 0.503 1.264 0.093  0.02
H -1.227 -1.956 -0.870  0.05
H 1.005 -2.907 -1.442  0.12
H 2.292 -1.788 -1.589  0.10

Calculated values
HOMO-LUMO gap, eV: 8.9
SMILES string: C=CS/C=N/N
Charge: 0

=====

Which of them is the most stable? Correct choice: (w).

=====

(w)
One molecule with the formula C3H6N2S, computed with ωB97M-V with the def2-TZVPD basis set.

Last column: Löwdin charge in e.
Element x y z (Å)
N -1.803 0.635 0.268  0.02
C -0.483 0.206 -0.329  -0.44
C 0.779 0.880 0.358  -0.37
S 2.235 -0.259 -0.136  0.84
C 1.185 -1.598 -0.479  -0.52
N -0.043 -1.248 -0.483  -0.05
H -1.768 0.444 1.355  0.12
H -2.477 0.023 -0.151  0.05
H -0.471 0.624 -1.409  0.15
H 0.918 2.017 0.174  0.11
H 0.614 0.920 1.414  0.04
H 1.313 -2.643 -0.581  0.07

Calculated values
HOMO-LUMO gap, eV: 9.8
SMILES string: N[C@H]1CSC=N1
Charge: 0

=====

(x)
One molecule with the formula C3H6N2S, computed with ωB97M-V with the def2-TZVPD basis set.

Last column: Löwdin charge in e.
Element x y z (Å)
H 0.705 1.764 -0.813  0.04
N 1.356 0.975 -0.809  0.12
C 0.840 -0.049 -0.231  -0.57
N 1.656 -1.082 0.039  0.10
C -0.519 -0.222 0.324  -0.56
C -1.682 0.713 0.392  -0.41
S -1.903 -0.666 -0.741  0.83
H 1.310 -2.036 -0.052  0.11
H 2.538 -0.894 -0.423  0.10
H -0.445 -0.887 1.186  0.11
H -2.301 0.727 1.264  0.07
H -1.555 1.659 -0.136  0.07

Calculated values
HOMO-LUMO gap, eV: 9.8
SMILES string: [H]/N=C(/N)[C@H]1CS1
Charge: 0

=====

Which of them is the most stable? Correct choice: (x).